(1)
# C26H32AsCl2N3O2S6Si2Ta

A molecular structure, C26H32AsCl2N3O2S6Si2Ta (wB97M-V/def2-TZVPD, the OMol25 dataset).

The HOMO energy comes out at -4.591 eV. Its spin multiplicity is 1. Its total charge is -1. The energy is -204256.2047 eV. The LUMO energy is 1.112 eV. The frontier orbital gap is 5.703 eV.

Positions of all 75 atoms, in Å:
Ta -0.23771 -0.17729 -0.28329
S 3.07993 -0.84802 2.91653
C 1.87203 -0.79753 1.81759
S 0.25523 -1.29565 2.02599
S 2.15487 -0.16634 0.16576
S -2.72421 -0.39147 -0.50160
C -3.29234 1.19025 -0.01314
C -4.46647 1.69663 -0.56322
C -4.90518 2.97532 -0.24799
C -6.09250 3.48744 -0.87013
N -7.04845 3.87952 -1.37477
C -4.17109 3.75732 0.65820
C -3.01863 3.23971 1.23785
C -2.56270 1.96667 0.90759
S -1.13443 1.27904 1.63384
C -4.57891 5.09775 0.97030
N -4.89048 6.17701 1.21570
H -5.02472 1.10080 -1.27321
H -2.45698 3.84284 1.93832
Cl -0.37220 2.28199 -1.25964
C -1.45297 2.14633 -2.63171
C -2.31079 3.18822 -2.89925
C -3.18118 3.03766 -3.97176
C -3.15185 1.87508 -4.72360
C -2.25893 0.85856 -4.41464
Cl -2.28530 -0.58133 -5.38627
C -1.36849 0.95398 -3.34294
S -0.30459 -0.34346 -2.85842
H -2.31173 4.07599 -2.28149
H -3.89282 3.81751 -4.20692
H -3.83134 1.73897 -5.55379
C -1.40454 -5.82074 -0.48072
Si -1.82055 -4.20610 -1.35202
C -2.05254 -4.55201 -3.18469
C -3.48150 -3.66515 -0.67760
As -0.01856 -2.79382 -0.85155
Si 1.41930 -3.32780 -2.63037
C 3.02581 -2.38168 -2.38441
C 1.81939 -5.14871 -2.35372
C 0.98461 -3.10815 -4.44778
H -2.01018 -6.64790 -0.86308
H -1.59498 -5.70875 0.58963
H -0.35145 -6.08677 -0.58433
H -2.97227 -5.13151 -3.31358
H -1.22625 -5.12282 -3.61252
H -2.14819 -3.62105 -3.74860
H -4.17007 -4.51032 -0.77914
H -3.89292 -2.81236 -1.21798
H -3.42352 -3.38704 0.37645
H 3.45074 -2.55652 -1.39396
H 2.87184 -1.30435 -2.48330
H 3.74591 -2.70315 -3.14390
H 1.99893 -5.34267 -1.29441
H 2.72786 -5.40394 -2.90736
H 1.01919 -5.81880 -2.67666
H 0.84408 -2.05651 -4.69613
H 0.08054 -3.63808 -4.74789
H 1.82664 -3.49799 -5.02977
O 2.54395 1.73486 -2.17901
C 3.19003 2.61362 -1.39736
O 2.62350 3.34622 -0.63526
C 4.70630 2.55989 -1.53738
N 5.08887 2.03984 -2.85201
C 6.35690 1.28723 -2.74583
C 6.67354 1.24321 -1.24491
C 5.32962 1.53777 -0.58006
H 5.08743 3.56113 -1.31690
H 5.11779 2.75759 -3.56208
H 3.25731 1.36821 -2.74855
H 7.15441 1.76814 -3.31569
H 6.22006 0.28336 -3.15136
H 7.39821 2.01738 -0.98468
H 7.08536 0.28202 -0.94076
H 5.41639 1.93148 0.43027
H 4.70987 0.64105 -0.53512

Atom charges from the Löwdin analysis, given in e for atoms 1 to 8: Ta 0.55; S 0.50; C -1.77; S 0.36; S 0.43; S 0.58; C -0.67; C -0.06

=====

(2)
# C26H32BBrN8Ru

A molecular structure, C26H32BBrN8Ru in a non-equilibrium geometry (wB97M-V/def2-TZVPD, the OMol25 dataset).

The HOMO energy (alpha / beta) comes out at -9.511 / -9.755 eV. Its spin multiplicity is 2. Its total charge is +1. The energy is -112698.4963 eV. The LUMO energy (alpha / beta) is -4.765 / -4.511 eV. The frontier orbital gap (alpha / beta) is 4.746 / 5.244 eV.

Positions of all 69 atoms, in Å:
Ru -0.68905 -0.70913 0.35315
C -2.26628 3.39439 0.27122
C -1.61973 2.33618 -0.37177
N -1.80839 1.20459 0.30288
N -2.55844 1.50795 1.37921
C -2.84741 2.81778 1.38277
B -2.87857 0.44902 2.44272
N -1.55456 0.12271 3.15101
C -1.26619 0.18601 4.45932
C 0.08526 -0.05607 4.61964
C 0.55757 -0.26036 3.32201
N -0.44184 -0.14386 2.44895
N -3.38548 -0.80831 1.73600
C -4.61714 -1.34046 1.79944
C -4.65978 -2.44023 0.96734
C -3.37666 -2.51028 0.42161
N -2.62395 -1.52137 0.89634
H -2.31331 4.42345 -0.04169
H -1.03513 2.34661 -1.27802
H -3.42828 3.25451 2.17963
H -3.69575 0.84403 3.22122
H -2.02966 0.40573 5.18838
H 0.64919 -0.07480 5.53777
H 1.56458 -0.46023 2.98636
H -5.37875 -0.90378 2.42556
H -5.49650 -3.09019 0.77688
H -2.96680 -3.22526 -0.27455
Br 4.93804 -2.13514 0.68361
C 3.17823 -2.76359 0.90042
C 2.91464 -3.99831 1.46521
C 1.59061 -4.37491 1.62806
C 0.59052 -3.50182 1.24323
N 0.85728 -2.32312 0.67530
C 2.12926 -1.96047 0.49330
H 3.72192 -4.65128 1.77033
H 1.33984 -5.33302 2.06187
H -0.45527 -3.74100 1.38507
H 2.31668 -1.01297 0.00809
C 2.53733 3.02756 1.42155
C 2.32573 2.49907 0.02662
C 2.94675 3.10082 -1.07526
C 2.74262 2.63042 -2.37621
C 3.47050 3.26024 -3.53747
C 1.88649 1.57016 -2.59098
C 1.21799 0.92246 -1.50746
C 1.49734 1.42912 -0.19863
N 0.35731 -0.11629 -1.56764
C -0.24615 -0.78537 -2.74687
C -1.66867 -0.21425 -2.89315
C -0.36682 -2.27430 -2.39783
C 0.48113 -0.68469 -4.08966
H 3.42911 3.64961 1.47612
H 2.63519 2.21275 2.13926
H 1.68298 3.63629 1.72455
H 3.59948 3.95294 -0.91626
H 3.91863 4.21045 -3.25226
H 2.80000 3.43049 -4.37986
H 4.27089 2.60026 -3.87787
H 1.74014 1.24296 -3.59976
H 1.00869 0.95858 0.64772
H -2.23961 -0.37449 -1.97877
H -2.17860 -0.71409 -3.71816
H -1.63843 0.85748 -3.09803
H -0.86356 -2.40804 -1.43429
H 0.61778 -2.74451 -2.34925
H -0.95507 -2.78320 -3.16135
H 0.36991 0.29462 -4.54909
H 0.03899 -1.41422 -4.76899
H 1.54121 -0.92583 -3.98859

Atom charges from the natural (NBO) analysis, given in e for atoms 1 to 8: Ru 1.06; C -0.33; C 0.00; N -0.29; N -0.31; C 0.01; B 0.53; N -0.30

=====

(3)
# C26H32BaNO5S

A molecular structure, C26H32BaNO5S in a non-equilibrium geometry (wB97M-V/def2-TZVPD, the OMol25 dataset).

The HOMO energy comes out at -3.953 eV. Its spin multiplicity is 1. Its total charge is -1. The energy is -50737.3353 eV. The LUMO energy is 1.791 eV. The frontier orbital gap is 5.743 eV.

Positions of all 66 atoms, in Å:
O 1.07841 0.60629 -6.41574
C 1.00129 1.73584 -7.40332
C 0.85879 0.87553 -8.62704
H 1.92424 2.30527 -7.29808
H 0.13409 2.37902 -7.29494
C 0.92452 -0.28071 -7.56240
H 1.70458 0.91928 -9.31665
H -0.09636 0.92022 -9.15955
C 2.11602 -1.16118 -7.90009
H 3.03334 -0.56659 -7.86628
H 2.05041 -1.53076 -8.93649
H 2.15251 -2.04126 -7.25148
C -0.37684 -1.05018 -7.45088
H -1.18832 -0.39147 -7.10979
H -0.24825 -1.88241 -6.74218
H -0.70788 -1.47746 -8.41070
Ba 0.99996 0.31334 -0.85148
C -1.93595 -0.36816 0.83989
C -1.72917 1.00375 1.14405
C -1.87649 1.75902 -0.04977
H -1.60348 1.44012 2.13754
C -2.24625 0.83904 -1.06854
C -2.19087 -0.48461 -0.54832
H -2.38868 -1.39990 -1.10398
H -1.99686 -1.17947 1.56148
H -1.80002 2.84850 -0.16128
H -2.67763 1.13477 -2.01638
C 1.50628 -1.86760 1.29460
C 0.68132 -2.62623 0.41323
C 1.41261 -2.85318 -0.78540
H -0.30602 -3.01517 0.66336
C 2.69236 -2.24389 -0.64554
C 2.74946 -1.61868 0.63972
H 3.59077 -1.06947 1.07904
H 1.26828 -1.61482 2.32949
H 1.08742 -3.47696 -1.61978
H 3.51146 -2.30427 -1.36596
O 0.23029 1.06994 -3.58574
C -0.87081 0.16810 -4.00196
C -2.04818 1.05634 -4.38316
H -1.07781 -0.57009 -3.21574
H -0.46912 -0.34855 -4.88758
C -1.27503 2.26639 -4.90097
H -2.63092 1.27190 -3.50229
H -2.71222 0.65536 -5.14490
C -0.03043 2.43944 -4.00884
H -1.88168 3.13588 -5.19622
H -0.90100 1.78286 -5.83826
H -0.18078 3.07147 -3.11864
H 0.85310 2.85110 -4.54893
O 1.92714 3.69674 5.31089
S 2.33411 2.42018 4.77545
O 3.63057 1.88918 5.13515
N 2.02400 2.28445 3.16767
C 1.18403 1.31210 2.80263
O 0.98801 0.97031 1.58672
C 0.53694 0.68155 3.99704
C -0.43955 -0.32246 4.08684
C -0.82450 -0.76484 5.35519
C -0.26016 -0.21331 6.51760
C 0.72559 0.78324 6.42502
C 1.08839 1.20281 5.14944
H -0.87212 -0.72688 3.17154
H -1.57041 -1.55358 5.43165
H -0.59040 -0.56445 7.49347
H 1.20532 1.23476 7.28879

Atom charges from the Löwdin analysis, given in e for atoms 1 to 8: O -0.09; C -0.15; C -0.08; H 0.12; H 0.10; C -0.57; H 0.11; H 0.11

=====

Taking the records one at a time from the top gives ΔE to the lowest compared entry with this formula, charge and spin values of 121.9 178.7 10.0 kJ/mol.